ORCA calculation (wB97M-V/def2-TZVPD) on one molecule with the formula C2H3F2NO3 in a non-equilibrium geometry.

```
! RIJCOSX wB97M-V def2-TZVPD def2/J DEFGRID3
* xyz 0 1
F 1.23725 1.00224 0.97796
O -1.26060 1.48930 -1.18475
H -0.61715 -1.12988 -0.88136
C 0.97952 0.30216 -0.27503
O -1.91154 1.21689 0.83561
H 0.93545 0.98451 -1.02342
F 2.03650 -0.53253 -0.45019
C -0.39552 -0.31087 -0.06141
O -0.50274 -0.83728 1.24387
N -1.31050 0.86253 -0.15661
H -0.38317 -0.16752 1.83790
*
```

Properties
E_HOMO (eV): -11.7
Orbital gap (eV): 11.1985
Relative energy (zero: lowest compared OMol25 entry of this formula, charge and spin) (kcal/mol): 4.8

ORCA calculation (wB97M-V/def2-TZVPD) on C67H154F6N9O8S2 as an isolated structure in a non-equilibrium geometry.

```
! RIJCOSX wB97M-V def2-TZVPD def2/J DEFGRID3
* xyz 7 1
C -7.53651 -22.31078 -10.61821
H -5.87477 -26.69340 -8.65635
H -4.09242 -29.24006 -12.00767
H -1.38968 -27.11018 -16.28544
H -8.95974 -32.62744 -11.72126
H -4.64517 -34.40455 -13.99123
H -10.17655 -23.38739 -10.63329
N -3.41281 -20.95902 -14.67817
C -9.60028 -23.99141 -18.22583
H -8.13729 -20.36456 -14.36512
H -12.12221 -29.09510 -11.70630
H -15.64477 -15.37316 -17.74447
O -6.86632 -24.41625 -13.49528
C 2.44413 -23.54774 -20.76913
H -12.12952 -24.25881 -17.19363
H -1.83420 -19.94166 -15.71537
H -11.12280 -29.80880 -19.11647
C -14.72896 -17.32811 -17.79374
S -5.97364 -27.16197 -15.11537
C -8.46323 -21.47241 -11.49286
H -1.87153 -25.61150 -20.15374
O -9.38649 -32.62621 -13.72724
N -1.72119 -27.84149 -13.64667
H -8.84403 -22.52770 -7.36606
H -5.21637 -30.75846 -17.02421
C -1.37657 -20.94441 -13.12037
C -4.50067 -20.67755 -13.65928
H -9.44807 -25.96687 -16.76362
H -8.73431 -31.93921 -16.77267
H -8.42434 -21.14569 -8.20105
H -9.79498 -30.02060 -20.27766
H -6.77200 -30.34976 -10.10123
C -16.98348 -18.37357 -18.13200
H -7.60305 -29.14634 -12.26032
N -5.44098 -32.42412 -15.87353
C -14.12368 -19.74005 -15.95033
C -7.78585 -32.43615 -16.93751
C -7.79351 -30.07031 -10.37005
C -11.40018 -28.29962 -11.92536
H -1.06253 -23.15799 -20.23099
H -3.50493 -19.23677 -15.96266
C -8.03220 -30.05839 -11.85143
C -1.06058 -28.13879 -16.09850
H -2.68920 -25.98625 -13.08670
H -11.47098 -28.02946 -12.97157
H -4.11903 -20.25494 -12.74673
C -10.53637 -32.86868 -14.56429
H -11.12354 -27.72491 -17.78577
C -1.22162 -28.02129 -12.26964
H -7.43138 -26.87097 -8.37565
H -2.92751 -21.83141 -16.49629
H -4.94695 -23.36365 -14.76629
H -10.56181 -33.21014 -12.16962
O -9.62112 -28.35655 -19.18902
H -8.01367 -33.50009 -16.95912
C -0.48099 -24.02801 -19.88471
H -16.72323 -16.72120 -16.25738
H 3.22723 -25.47371 -20.69215
H -17.81598 -18.77379 -17.57190
C -2.24621 -24.64782 -18.25406
H -0.71000 -20.31223 -13.68569
H -13.24058 -25.30536 -17.91857
F -10.31286 -25.72967 -14.37188
H -0.52426 -27.21453 -12.11485
H -1.28560 -25.54224 -22.10240
H -11.72314 -27.45488 -11.33801
C -8.08526 -23.77131 -18.12175
H -3.38556 -23.83568 -15.18389
C -5.46031 -34.67799 -14.66816
H -13.25995 -19.13229 -16.24547
C 2.34046 -24.97847 -20.31684
C -10.40621 -31.03474 -11.94654
C -6.91889 -31.99500 -15.74157
C -8.32628 -24.33613 -9.36108
H -12.38128 -22.56896 -14.88747
H -0.12931 -24.95318 -23.20437
H -3.57184 -28.44725 -14.56060
H -9.01924 -30.46402 -14.09075
H 0.62035 -29.40945 -16.83822
H -7.34397 -32.22478 -17.90571
H -13.47822 -21.41414 -16.98581
H -11.89230 -25.99490 -16.94676
H -4.61877 -23.64890 -16.45261
C -13.66612 -21.22358 -15.93008
H -6.04553 -34.20629 -16.72551
H -15.56794 -17.47826 -15.14776
H -9.35456 -27.84837 -11.64823
C -3.32011 -31.78258 -17.02557
C -4.20548 -23.21448 -15.54747
H 1.42976 -25.84029 -22.03735
H -8.60927 -24.75997 -10.33537
H -10.02470 -23.27094 -18.90786
C -9.38195 -26.36995 -17.77371
C -0.64941 -24.69010 -22.29852
H -11.65824 -20.90698 -15.17859
C -2.45713 -27.98229 -11.42886
H -4.31621 -34.19302 -16.31120
C -17.01979 -16.93068 -18.69496
C -9.48227 -29.59657 -13.64500
C -9.75211 -21.32831 -10.73242
C -11.38963 -25.40217 -18.94468
H -7.93614 -34.93294 -12.57099
H -8.34785 -26.46008 -18.09584
C -8.22784 -22.20456 -8.19010
C 1.17540 -25.58012 -21.00977
H -7.60158 -23.96649 -19.07193
F -6.50757 -28.09023 -17.54928
H -7.12687 -21.85854 -14.33067
H -13.99670 -17.08549 -17.04295
C -0.68672 -28.31869 -14.62866
C -7.43422 -20.99514 -14.90736
H 2.30802 -25.07078 -19.23102
C -15.25602 -19.64767 -16.94292
H -3.04523 -31.00487 -16.29152
C 0.12962 -28.44910 -16.94336
H 3.32967 -23.33787 -21.36176
N -7.37157 -26.29238 -15.11702
C -10.04341 -29.72679 -19.27459
H -14.40730 -19.42858 -14.94656
C -5.58553 -27.35915 -16.91394
C -9.82286 -32.42276 -12.36217
N -9.90318 -25.34390 -18.77184
H -7.89763 -22.71519 -17.89308
H -9.70439 -24.90419 -20.84725
H -6.93447 -30.90651 -15.59901
H -1.86051 -20.37174 -12.33489
H -4.34505 -27.57263 -12.36284
C -12.55840 -21.50012 -14.94705
F -9.61528 -24.44289 -12.70511
H -9.00452 -28.63358 -13.80489
H -2.84742 -25.40434 -17.73968
H 0.73249 -22.30906 -21.43598
H -6.24761 -19.46230 -13.30524
H -2.50086 -28.68115 -10.61571
O -7.85288 -26.59948 -12.71314
H -0.71342 -21.64061 -12.60971
H -16.59403 -19.07494 -18.86517
H -2.60545 -18.95375 -14.51446
H -6.15961 -24.26152 -9.50422
O -6.18807 -28.53343 -14.73354
C -7.00342 -35.27743 -12.99359
H 0.21109 -27.73968 -14.42055
H -5.43756 -32.25600 -13.78834
C -10.01720 -28.67910 -11.43769
C -4.85303 -31.78616 -17.10967
C -6.80586 -26.26889 -9.00326
H -6.91943 -26.51604 -10.05928
H -1.69044 -24.11666 -17.46836
H -3.80588 -32.22620 -14.51119
H -2.93037 -23.89997 -18.64411
H -7.04576 -36.31319 -13.35652
H -17.23577 -17.05267 -19.75344
C -6.90535 -24.77964 -8.89022
H -0.69781 -28.95400 -12.12151
H -17.04837 -18.33075 -15.46747
H -10.67136 -31.13968 -10.90071
C -12.18236 -25.23395 -17.67212
H -4.56562 -21.17634 -16.31724
H -16.01654 -20.29388 -16.49996
H -4.87782 -30.79757 -14.60304
O -4.88472 -26.30201 -14.68153
C -10.04106 -27.75118 -17.97882
H -11.63132 -26.31943 -19.48766
C -1.31483 -25.20651 -19.30602
H -10.03967 -23.83979 -17.24009
O -6.28102 -20.21664 -15.21926
H -7.24721 -22.31279 -7.80041
H -2.76986 -29.73572 -13.79333
H -5.35800 -32.25642 -17.94358
H 0.62297 -26.38037 -20.54298
H -9.50708 -30.30933 -18.52476
H -8.46153 -30.68376 -9.78293
H -2.74040 -22.57245 -13.50450
H -10.56112 -21.13309 -11.42377
H -14.21500 -17.91105 -18.56405
C -16.32195 -17.65800 -15.90563
H -8.69117 -22.02676 -12.39702
H -7.99090 -20.53738 -11.77634
H -1.64065 -22.10965 -14.82650
H -7.56918 -24.40019 -17.40094
C -9.87461 -22.57344 -9.97448
C -2.95987 -28.67330 -13.71235
O -6.72227 -34.41056 -14.07480
H -7.69267 -30.94514 -12.38590
H -5.42363 -35.75119 -14.90586
C -5.57124 -19.66650 -14.14065
F -9.35434 -23.84795 -14.77059
H -1.94032 -28.76424 -16.19639
C -3.59555 -28.34671 -12.34229
H 2.53654 -22.84811 -19.95645
H -1.07448 -25.91490 -13.79999
H -15.17875 -15.92984 -19.34307
C -9.33794 -24.89632 -13.94189
H -7.19122 -23.21137 -11.10553
H -14.52254 -21.84548 -15.67715
H -7.84695 -21.28609 -15.85480
C -2.06161 -26.38015 -13.86673
N -9.52315 -29.90446 -12.17201
H -9.69032 -20.45622 -10.09337
H -17.83088 -16.32277 -18.30179
H -5.16100 -18.71172 -14.47547
H -9.60436 -28.29602 -17.12166
S -7.63589 -25.61660 -13.74893
F -4.43671 -28.03845 -16.94084
H -7.28311 -32.53441 -14.86992
C -15.60582 -16.24141 -18.39644
H -11.69636 -24.58693 -19.59253
H -2.59157 -26.99352 -10.98613
C -2.79530 -19.68618 -15.28566
H -0.46241 -29.35826 -14.41118
H -9.81266 -26.59780 -20.46334
H -11.00466 -31.90904 -14.81468
F -5.44644 -26.17902 -17.49605
H -9.99881 -28.98932 -10.40356
H -11.30383 -30.90335 -12.53530
H -6.23503 -35.26849 -12.20929
N -15.73698 -18.29410 -17.15048
H 0.24601 -23.70877 -19.14825
H -0.05271 -28.44003 -18.01739
C -5.30638 -33.88849 -16.00773
N -8.48556 -22.87097 -9.51448
H -0.63995 -25.98199 -18.94070
H -2.85808 -31.57678 -17.99463
C -9.41069 -25.65833 -20.13347
H 1.39433 -23.37409 -22.64025
H -7.99232 -29.08321 -9.95987
C 1.17939 -23.29077 -21.58291
H 0.89030 -27.69099 -16.88851
H -14.97059 -20.08469 -17.90025
H -8.33972 -25.73478 -20.20409
H -11.25016 -33.51491 -14.03091
H -2.56841 -26.22566 -14.81224
H -10.48144 -29.52159 -14.06656
H -10.19568 -33.40043 -15.43268
C -2.29522 -21.73344 -14.02845
H -4.99601 -21.63262 -13.48770
H -6.78413 -21.72902 -10.10808
H -12.89574 -21.22396 -13.94452
C -3.80271 -21.78075 -15.85205
H -1.26318 -23.88580 -22.67226
H -6.81341 -24.37909 -7.87742
H -2.82381 -32.68689 -16.69937
H -10.51433 -22.48884 -9.10252
C -4.82657 -31.88976 -14.60693
H -9.05296 -24.63823 -8.60513
N 0.24979 -24.39331 -21.18363
*
```

Properties
E_HOMO (eV): -21.1
Orbital gap (eV): 9.6597

ORCA calculation (wB97M-V/def2-TZVPD) on one molecule with the formula C26H31N3O2.

```
! RIJCOSX wB97M-V def2-TZVPD def2/J DEFGRID3
* xyz 0 1
O -0.73415 -0.02435 2.52586
H -4.92789 2.82226 -0.71221
H -5.21378 0.64166 0.09953
H 0.41833 -4.46695 -1.55473
H 0.76255 0.65030 -2.21650
H -0.53375 -4.42323 0.72873
C 0.71354 -0.09705 -1.42074
H -2.95891 -2.98044 -0.22958
H -1.75267 -5.06289 -0.39898
H -3.93818 3.88873 -2.68171
O -4.18434 -1.62594 -0.21458
C -0.32059 -3.69183 -1.30340
C -3.72806 -0.79684 0.57400
H -1.01871 1.93085 0.76443
H -0.72691 -2.16346 1.48812
H -4.42124 2.38218 1.76631
N 0.28247 -2.42773 -0.95597
C -3.72807 1.63401 1.35771
H 1.21245 -0.88683 1.05461
H 6.90210 0.00744 -0.95891
H 2.36094 1.83067 -1.07791
C -2.77562 1.21051 2.47256
H 3.54811 1.94228 2.08816
C 4.84092 0.49775 -0.67352
C -1.18319 -4.17661 -0.11510
H -0.97350 -3.54844 -2.16732
N 2.00811 -0.18313 -0.77419
H -0.03913 3.02650 -1.17683
C -1.11410 2.96892 -1.08803
C -1.92026 3.51856 -2.06687
C 6.16783 0.43513 -0.29134
C 1.57210 -2.52963 -0.30317
H 7.59556 0.87688 1.24374
C -1.67400 2.34695 0.01641
C 3.88628 1.04300 0.17706
C 4.28381 1.52347 1.41628
C 5.61385 1.46726 1.79748
H -3.36799 0.86720 3.32755
C -3.85243 2.84551 -0.82022
H -1.48133 4.00091 -2.92779
N -2.08243 -3.13297 0.28017
C -1.87174 0.05600 2.08755
H 1.51677 -3.27187 0.49597
H -2.16304 2.04615 2.81641
H 5.91202 1.84602 2.76437
H 4.52493 0.11550 -1.63231
C -3.29670 3.45477 -1.92849
H -0.07784 0.19576 -0.71036
C 0.34502 -1.44935 -2.01946
H 1.81350 1.44806 0.57289
H 2.35518 -2.84276 -1.01624
H 1.09364 -1.72432 -2.78296
C 2.44893 1.10416 -0.26205
H -5.19229 0.10806 1.77734
H -0.63550 -1.37419 -2.49518
H 2.93441 -1.24074 0.75397
C -2.44308 -0.95345 1.20950
C 6.55834 0.92294 0.94530
C 1.94961 -1.17496 0.28584
C -3.05148 2.27312 0.16478
C -4.55546 0.41438 0.93975
C -1.68294 -2.09390 0.98432
*
```

Properties
E_HOMO (eV): -8.4
Orbital gap (eV): 8.9750
Relative energy (zero: lowest compared OMol25 entry of this formula, charge and spin) (kcal/mol): 10.5

Please write out number 3 again, unchanged.
ORCA calculation (wB97M-V/def2-TZVPD) on one molecule with the formula C26H31N3O2.

```
! RIJCOSX wB97M-V def2-TZVPD def2/J DEFGRID3
* xyz 0 1
O -0.73415 -0.02435 2.52586
H -4.92789 2.82226 -0.71221
H -5.21378 0.64166 0.09953
H 0.41833 -4.46695 -1.55473
H 0.76255 0.65030 -2.21650
H -0.53375 -4.42323 0.72873
C 0.71354 -0.09705 -1.42074
H -2.95891 -2.98044 -0.22958
H -1.75267 -5.06289 -0.39898
H -3.93818 3.88873 -2.68171
O -4.18434 -1.62594 -0.21458
C -0.32059 -3.69183 -1.30340
C -3.72806 -0.79684 0.57400
H -1.01871 1.93085 0.76443
H -0.72691 -2.16346 1.48812
H -4.42124 2.38218 1.76631
N 0.28247 -2.42773 -0.95597
C -3.72807 1.63401 1.35771
H 1.21245 -0.88683 1.05461
H 6.90210 0.00744 -0.95891
H 2.36094 1.83067 -1.07791
C -2.77562 1.21051 2.47256
H 3.54811 1.94228 2.08816
C 4.84092 0.49775 -0.67352
C -1.18319 -4.17661 -0.11510
H -0.97350 -3.54844 -2.16732
N 2.00811 -0.18313 -0.77419
H -0.03913 3.02650 -1.17683
C -1.11410 2.96892 -1.08803
C -1.92026 3.51856 -2.06687
C 6.16783 0.43513 -0.29134
C 1.57210 -2.52963 -0.30317
H 7.59556 0.87688 1.24374
C -1.67400 2.34695 0.01641
C 3.88628 1.04300 0.17706
C 4.28381 1.52347 1.41628
C 5.61385 1.46726 1.79748
H -3.36799 0.86720 3.32755
C -3.85243 2.84551 -0.82022
H -1.48133 4.00091 -2.92779
N -2.08243 -3.13297 0.28017
C -1.87174 0.05600 2.08755
H 1.51677 -3.27187 0.49597
H -2.16304 2.04615 2.81641
H 5.91202 1.84602 2.76437
H 4.52493 0.11550 -1.63231
C -3.29670 3.45477 -1.92849
H -0.07784 0.19576 -0.71036
C 0.34502 -1.44935 -2.01946
H 1.81350 1.44806 0.57289
H 2.35518 -2.84276 -1.01624
H 1.09364 -1.72432 -2.78296
C 2.44893 1.10416 -0.26205
H -5.19229 0.10806 1.77734
H -0.63550 -1.37419 -2.49518
H 2.93441 -1.24074 0.75397
C -2.44308 -0.95345 1.20950
C 6.55834 0.92294 0.94530
C 1.94961 -1.17496 0.28584
C -3.05148 2.27312 0.16478
C -4.55546 0.41438 0.93975
C -1.68294 -2.09390 0.98432
*
```

Properties
E_HOMO (eV): -8.4
Orbital gap (eV): 8.9750
Relative energy (zero: lowest compared OMol25 entry of this formula, charge and spin) (kcal/mol): 10.5

- The lowest E_HOMO belongs to which entry?
  C67H154F6N9O8S2